1.
ORCA calculation (ωB97M-V/def2-TZVPD) on an isolated molecule of C17H22BrN3O2S at a distorted geometry.

As for the SMILES: CC(=O)N1CCC(=NNC(=O)CSc2cc(C)c(Br)cc2C)CC1.

Structure (XYZ):
```
46
Properties=species:S:1:pos:R:3:forces:R:3:mulliken_charge:R:1
C -5.754969 -1.326824 -1.086675 -0.133 -0.084 0.211 -1.348
C -4.866752 -1.484627 0.128191 -0.120 -0.046 -0.302 1.129
O -5.303693 -1.844206 1.202282 -0.277 -0.055 0.270 -0.643
N -3.539628 -1.235731 -0.046744 0.316 -0.102 0.115 0.065
C -2.656032 -1.292732 1.095298 -0.053 -0.072 0.409 -1.026
C -2.232202 0.121106 1.526301 0.205 -0.094 0.055 -0.410
C -1.673060 0.867908 0.348351 0.023 0.022 0.163 0.135
N -0.587654 1.521604 0.263332 -0.035 0.249 -0.660 -0.365
N 0.271964 1.670777 1.291218 -0.572 -0.559 0.926 0.133
C 1.414934 2.416508 1.207211 -0.025 0.147 -0.090 0.089
O 2.154636 2.498398 2.159029 0.063 0.074 0.078 -0.639
C 1.648102 3.093036 -0.122296 0.501 -0.174 -0.379 -0.258
H 1.662998 4.173634 0.021087 -0.069 -0.027 0.043 0.456
H 0.887699 2.823029 -0.851839 0.101 0.139 0.132 0.336
S 3.322811 2.703784 -0.739100 -0.105 0.147 0.023 -0.201
C 3.403983 0.954256 -0.465587 -0.069 0.184 -0.091 0.291
C 2.288711 0.153188 -0.656090 0.180 -0.100 0.007 -0.497
C 2.326209 -1.211093 -0.409405 0.088 -0.171 0.066 0.938
C 3.538513 -1.748334 0.006846 -0.006 -0.110 0.008 -0.165
C 4.667752 -0.965891 0.168262 -0.057 -0.109 -0.027 -0.848
C 4.621409 0.399610 -0.062101 -0.207 0.013 -0.004 0.771
C 5.827757 1.258450 0.127887 0.026 0.034 0.049 -1.807
H 6.117988 1.716246 -0.817164 0.131 0.064 -0.022 0.363
H 5.598628 2.063852 0.824734 0.060 0.068 0.038 0.387
H 6.662503 0.678994 0.512127 0.080 -0.023 -0.007 0.390
H 5.591946 -1.422550 0.489311 0.076 -0.038 0.030 0.352
Br 3.670745 -3.619434 0.364664 0.016 0.204 -0.029 -0.213
C 1.107860 -2.059020 -0.590687 0.003 -0.026 -0.021 -1.585
H 1.282963 -2.822447 -1.348772 -0.068 -0.065 -0.008 0.494
H 0.263285 -1.446112 -0.896382 -0.069 0.041 -0.019 -0.113
H 0.860839 -2.572309 0.339105 -0.075 -0.054 0.000 0.524
H 1.363893 0.586881 -1.004422 -0.105 0.043 -0.037 0.739
H 0.100412 1.233634 2.196411 0.112 0.131 -0.234 0.221
C -2.526472 0.817039 -0.884822 0.027 -0.209 -0.171 -0.463
H -1.991551 1.261367 -1.723454 0.017 0.039 0.037 0.395
C -2.923690 -0.634907 -1.201129 -0.023 0.357 -0.277 -0.818
H -3.592621 -0.659019 -2.058426 0.047 -0.063 0.036 0.471
H -2.025173 -1.210475 -1.454174 -0.083 0.032 -0.053 0.081
H -3.435575 1.397103 -0.704708 -0.083 0.010 -0.039 0.250
H -3.115186 0.652936 1.891601 0.004 -0.004 0.050 0.329
H -1.518903 0.043035 2.347958 -0.053 0.018 0.034 0.328
H -1.771466 -1.882025 0.831452 -0.030 0.026 0.017 0.251
H -3.190913 -1.789217 1.906470 0.153 0.044 -0.124 0.469
H -5.771768 -0.293393 -1.425939 0.019 0.068 -0.108 0.328
H -5.419125 -1.968205 -1.898136 0.032 0.021 -0.119 0.348
H -6.762091 -1.617837 -0.801096 0.037 0.010 0.026 0.337
```
Positions in Å, forces in eV/Å.



2.
ORCA calculation (ωB97M-V/def2-TZVPD) on the ion C4H10NOSe with charge +1 at a distorted geometry.

The value obtained for the relative energy (zero: lowest compared OMol25 entry of this formula, charge and spin) is 11.1 kcal per mole. As for the SMILES: C[Se]C[NH2+]/C=C\O. Its net charge is +1.

Structure (XYZ):
```
17
Properties=species:S:1:pos:R:3:forces:R:3:mulliken_charge:R:1
C 1.436549 -1.208926 -0.733004 0.770 -1.284 1.443 0.087
C -2.409072 0.451523 -0.768251 -2.762 1.122 1.597 -0.962
C -0.304894 0.449649 1.434586 0.289 0.677 -2.159 -0.671
C 1.251803 0.117930 -0.682834 -0.060 -2.761 -0.556 -0.654
N 1.011657 0.805424 0.592320 -2.794 0.452 -4.066 -0.059
O 1.427898 -1.879845 0.508517 -0.797 2.096 -1.526 -0.431
Se -1.491532 -0.737483 0.521449 -0.944 0.226 -0.246 0.195
H 1.676060 -1.885441 -1.650335 -0.645 1.744 1.605 0.356
H -3.308038 -0.057850 -1.249187 1.179 0.341 1.122 0.318
H -2.763279 1.478709 -0.367341 0.261 -1.949 0.123 0.310
H -1.840981 0.775844 -1.556410 2.049 0.141 -2.009 0.360
H -0.664721 1.487239 1.436318 -0.588 -0.746 1.359 0.427
H 0.143836 -0.056201 2.273830 -0.622 0.306 0.700 0.340
H 1.148484 0.485916 -1.663974 -0.259 1.775 -0.487 0.317
H 2.071222 -2.553496 0.461105 1.090 -1.620 0.119 0.314
H 1.750925 0.528542 1.137706 2.619 0.261 1.959 0.354
H 0.864086 1.798467 0.305511 1.216 -0.780 1.022 0.399
```
Positions in Å, forces in eV/Å.



3.
ORCA calculation (ωB97M-V/def2-TZVPD) on an isolated molecule of C19H23N3O2S.

The value obtained for the relative energy (zero: lowest compared OMol25 entry of this formula, charge and spin) is 10.1 kcal per mole. As for the SMILES: CCCSCCCNC(=O)Cn1c(=O)c2cccn2c2ccccc21.

Structure (XYZ):
```
48
Properties=species:S:1:pos:R:3:forces:R:3:mulliken_charge:R:1
C -0.379901 -3.811005 1.177900 0.120 0.214 0.064 -1.491
C -0.137307 -2.359819 1.572534 -0.158 -0.070 -0.035 0.050
C -1.239018 -1.460568 1.036403 0.213 0.378 0.055 -0.655
H -1.321612 -1.547625 -0.046244 -0.102 -0.114 0.044 0.045
H -2.196043 -1.717896 1.488456 -0.061 -0.045 -0.042 0.633
S -0.889060 0.291204 1.453630 -0.150 -0.247 0.318 0.013
C -2.522727 0.883406 2.036522 0.419 0.112 -0.207 -0.785
C -3.243784 1.818757 1.074097 -0.003 -0.258 -0.060 -0.648
H -2.654647 2.730325 0.951248 -0.073 0.108 0.051 0.319
C -3.520612 1.228316 -0.310807 -0.217 -0.009 0.115 -0.736
N -2.380629 1.385290 -1.180855 -0.224 0.455 0.000 -0.015
C -1.862458 0.412328 -1.937533 0.327 0.427 -0.276 0.648
O -2.324450 -0.705817 -2.061814 -0.116 -0.454 -0.098 -0.670
C -0.562490 0.860388 -2.624813 -0.295 -0.027 -0.128 -1.539
N 0.511111 0.945193 -1.650131 -0.047 0.505 -0.103 0.326
C 0.663024 2.162891 -1.012425 -0.301 -0.231 -0.342 0.453
O -0.122777 3.080782 -1.226079 0.229 0.183 0.132 -0.810
C 1.793447 2.263305 -0.134741 0.247 0.599 0.423 0.331
C 2.266521 3.342963 0.587909 -0.323 -0.268 -0.328 -0.809
C 3.409606 2.906966 1.265368 0.069 -0.143 0.009 -0.785
C 3.602669 1.582886 0.948449 0.371 0.087 0.289 -0.312
N 2.625338 1.190940 0.097322 -0.161 0.471 -0.033 0.142
C 2.371821 -0.050383 -0.462292 -0.230 -0.825 -0.356 1.022
C 3.162950 -1.160260 -0.179995 -0.093 0.173 -0.034 -0.753
C 2.870270 -2.390604 -0.731695 -0.021 -0.010 -0.011 -0.773
C 1.760802 -2.526108 -1.551270 0.095 -0.007 0.030 -0.963
C 0.965119 -1.435897 -1.840339 0.005 0.041 0.015 -0.848
C 1.267305 -0.172129 -1.328154 0.522 -0.378 0.301 1.094
H 0.086224 -1.583177 -2.445082 -0.132 0.056 -0.054 0.245
H 1.508312 -3.490522 -1.964025 -0.047 -0.080 -0.045 0.445
H 3.492830 -3.242783 -0.508693 0.062 -0.069 0.035 0.392
H 4.008404 -1.056320 0.480477 0.084 0.026 0.068 0.268
H 4.374541 0.919161 1.281375 0.073 -0.168 0.011 0.360
H 4.028188 3.492444 1.916250 0.139 0.054 0.119 0.482
H 1.827721 4.319533 0.604349 -0.132 0.169 -0.037 0.559
H -0.700230 1.863066 -3.039116 0.059 -0.205 0.027 0.532
H -0.292868 0.171121 -3.424340 -0.069 0.048 0.130 0.575
H -1.871307 2.264300 -1.128789 0.031 -0.229 -0.098 0.257
H -4.381413 1.744176 -0.754427 0.032 -0.159 0.058 0.313
H -3.751997 0.161190 -0.255796 -0.051 0.095 -0.005 0.438
H -4.194041 2.093878 1.538411 -0.008 0.098 -0.029 0.401
H -2.327612 1.407094 2.973039 -0.106 -0.075 0.032 0.400
H -3.125159 0.000490 2.245087 -0.038 0.017 0.084 0.380
H 0.822853 -2.026532 1.175424 0.066 0.029 0.041 -0.049
H -0.096855 -2.269228 2.660399 0.067 0.062 -0.016 0.428
H -0.426244 -3.902876 0.095588 -0.022 -0.091 -0.137 0.282
H -1.318764 -4.170331 1.593857 -0.101 -0.094 0.020 0.412
H 0.424966 -4.442515 1.545379 0.051 -0.149 0.005 0.394
```
Positions in Å, forces in eV/Å.



no.,HOMO-LUMO gap (eV)
1,8.7
2,9.4
3,8.6